No. 1
This record from OMol25 describes a molecular structure, C49H40HfN9OTe at a distorted geometry. The level of theory is ωB97M-V/def2-TZVPD.

Computed properties:
- M (g/mol) = 1077.0
- HOMO-LUMO gap (eV) = 5.742
- total charge = +3
- relative energy (zero: lowest compared OMol25 entry of this formula, charge and spin) (kcal per mole) = 8.2

Structure (XYZ):
```
101
Properties=species:S:1:pos:R:3:forces:R:3
Hf 16.222 8.519 12.891 -0.4 0.3 -0.8
C 19.168 8.711 15.844 1.0 1.1 -1.0
C 19.033 8.475 14.455 0.0 -1.1 1.2
C 18.346 7.291 14.072 0.2 0.7 0.6
C 17.813 6.414 15.031 -0.1 0.0 -0.4
C 17.967 6.679 16.374 -0.4 -0.2 0.0
C 18.643 7.841 16.774 -0.3 -1.2 1.7
H 19.881 9.529 16.096 -0.9 -0.6 0.3
H 19.727 9.038 13.835 -0.6 0.0 -0.5
H 18.459 6.875 13.104 0.1 -0.1 -1.2
H 17.371 5.474 14.690 0.1 0.3 0.1
H 17.604 5.905 17.068 0.3 0.7 0.0
H 18.806 7.887 17.882 0.1 0.6 -1.2
C 19.408 8.591 9.603 -0.8 1.0 0.7
C 19.134 7.435 8.931 -1.1 -1.0 0.0
C 18.142 6.553 9.349 -0.1 0.1 0.3
C 17.363 6.929 10.473 0.8 -1.1 -1.4
N 17.578 8.119 11.083 0.4 0.9 0.2
C 18.585 8.953 10.654 -0.1 -1.1 -0.3
C 16.273 6.078 11.005 -0.2 1.8 1.7
C 15.978 4.810 10.602 -0.2 -0.5 -1.0
C 14.900 4.154 11.150 -1.5 -1.0 0.6
C 14.108 4.699 12.165 1.8 0.9 -1.4
C 14.390 6.006 12.549 -0.2 -0.7 0.0
C 15.467 6.699 12.029 1.1 -0.2 -0.7
H 20.124 9.282 9.213 0.4 0.3 0.1
H 19.599 7.248 8.006 0.9 -0.4 -0.8
H 18.016 5.618 8.751 -0.2 0.9 0.9
H 18.716 9.936 11.099 -0.2 -0.4 0.3
H 16.447 4.334 9.756 0.4 0.0 0.0
H 14.550 3.197 10.741 0.6 0.3 0.2
H 13.284 4.171 12.535 -1.1 -0.7 0.5
H 13.675 6.457 13.202 -0.3 0.5 0.6
C 15.281 10.485 18.062 0.0 0.6 1.3
N 15.103 9.601 16.933 0.0 -0.8 -0.7
C 15.848 9.694 15.873 0.3 0.7 -1.3
N 15.548 8.733 15.000 -0.2 -0.1 -0.5
C 14.552 8.032 15.640 0.0 -0.8 0.1
N 14.303 8.521 16.816 -0.8 0.0 0.8
C 15.151 11.966 17.675 -0.4 0.1 -1.1
C 16.177 12.821 18.078 0.6 -0.9 0.7
C 16.310 14.095 17.621 -0.5 1.5 -0.5
C 15.349 14.602 16.745 0.1 1.3 0.3
C 14.278 13.824 16.345 0.0 -1.3 0.1
C 14.187 12.472 16.775 -0.1 -0.7 0.0
C 13.248 14.280 15.424 -0.8 -0.3 0.4
N 12.850 15.438 15.056 1.6 1.0 0.7
N 11.795 15.297 14.220 -0.4 -0.4 -0.3
C 11.585 14.030 14.160 -0.7 -0.2 -0.1
O 12.419 13.304 14.929 0.5 0.4 -0.3
C 10.683 13.300 13.297 -0.1 0.0 0.6
C 9.815 13.982 12.475 -1.6 0.2 -1.8
C 9.107 13.247 11.473 1.1 0.1 1.3
C 9.335 11.875 11.367 -0.7 0.1 -0.7
C 10.167 11.215 12.276 -0.1 -0.2 -0.5
C 10.513 9.778 12.144 -2.2 -3.2 -0.2
N 11.932 9.492 11.966 0.0 -0.6 -0.7
C 12.946 9.566 12.796 0.1 0.0 -0.7
N 14.053 9.168 12.173 1.0 -0.4 0.4
C 13.604 8.816 10.912 1.7 0.1 0.1
N 12.347 8.979 10.775 -1.2 0.6 -0.3
C 10.792 11.906 13.279 0.2 1.2 -0.8
H 16.324 10.324 18.356 -0.3 0.1 0.3
H 14.655 10.138 18.900 0.0 0.2 -0.5
H 16.461 10.549 15.656 0.4 0.0 0.2
H 14.076 7.115 15.242 0.4 0.9 0.4
H 16.930 12.496 18.788 -0.1 -0.3 0.0
H 17.101 14.773 17.967 -0.3 -0.6 -0.1
H 15.405 15.671 16.463 -0.1 -0.8 -0.1
H 13.352 11.821 16.361 1.2 0.9 0.8
H 9.637 15.083 12.503 0.5 -1.1 0.3
H 8.450 13.763 10.782 0.0 -0.1 0.1
H 8.826 11.342 10.538 0.5 0.2 0.7
H 10.024 9.200 11.272 0.7 1.4 1.1
H 10.138 9.133 13.016 0.7 1.2 -0.8
H 12.844 9.901 13.785 0.1 0.3 1.0
H 14.299 8.507 10.127 -0.6 -0.1 0.3
H 11.538 11.458 13.906 -0.1 -0.2 0.4
Te 16.292 11.526 12.106 0.6 0.0 -0.4
C 18.372 12.023 11.914 -0.6 0.4 -2.2
C 18.983 12.274 10.651 -1.3 -0.3 0.8
C 20.326 12.496 10.569 0.2 0.1 0.2
C 21.081 12.555 11.741 1.0 -0.3 -0.2
C 20.484 12.370 12.964 -0.6 0.0 0.1
C 19.105 12.107 13.040 1.5 0.2 0.2
C 15.655 11.627 10.075 -1.2 1.0 1.4
C 14.481 12.390 9.909 0.9 -0.5 1.0
C 13.921 12.482 8.672 0.0 0.0 -1.2
C 14.585 11.931 7.568 0.4 0.4 0.8
C 15.834 11.320 7.760 -1.3 -0.1 -2.1
C 16.317 11.089 9.012 1.4 -1.3 0.9
H 18.402 12.322 9.750 -0.3 -0.1 -0.2
H 20.741 12.631 9.581 0.3 0.2 0.1
H 22.163 12.691 11.680 -0.4 0.1 0.0
H 21.038 12.439 13.885 0.2 0.0 0.1
H 18.645 12.033 13.978 -0.5 -0.2 1.4
H 14.035 12.915 10.740 -0.1 0.0 0.2
H 13.012 13.051 8.552 -0.1 0.0 -0.1
H 14.145 12.064 6.591 0.2 -0.1 -0.1
H 16.349 10.959 6.870 0.0 0.0 0.3
H 17.184 10.426 9.202 -0.5 0.7 -0.5
```
Forces are in eV/Å.

***

No. 2
This record from OMol25 describes a molecular structure, C49H41BaN9OPS2 at a distorted geometry. The level of theory is ωB97M-V/def2-TZVPD.

Computed properties:
- M (g/mol) = 1004.4
- HOMO-LUMO gap (eV) = 5.561
- total charge = +1

Structure (XYZ):
```
104
Properties=species:S:1:pos:R:3:forces:R:3
Ba 1.019 1.492 1.085 0.8 0.4 0.6
S 1.565 1.800 3.876 -0.2 0.3 0.9
C 2.971 0.843 3.487 0.0 0.0 1.1
N 3.670 0.198 4.369 0.1 -0.1 -0.5
N 3.298 0.298 5.623 -0.2 0.1 0.2
C 3.871 -0.488 6.619 0.3 -0.3 0.1
C 4.919 -1.366 6.334 -0.1 0.1 -0.1
C 5.451 -2.146 7.345 0.0 0.0 0.0
C 4.951 -2.069 8.638 0.1 0.0 0.0
C 3.911 -1.194 8.917 0.0 0.0 0.0
C 3.370 -0.404 7.917 0.0 0.0 -0.1
N 3.302 0.704 2.144 1.5 -0.8 -0.7
N 4.447 0.250 1.907 -0.2 0.3 0.9
C 4.786 -0.018 0.586 0.1 -0.1 -1.0
C 3.886 -0.416 -0.410 0.1 0.2 0.2
C 4.340 -0.712 -1.684 0.0 0.0 -0.1
C 5.690 -0.609 -1.987 0.0 0.0 0.0
C 6.594 -0.238 -0.998 0.0 0.0 -0.1
C 6.150 0.039 0.281 -0.2 0.1 0.2
H 2.507 0.899 5.840 0.0 0.0 0.0
H 5.291 -1.421 5.320 0.0 0.0 0.0
H 6.262 -2.828 7.119 0.0 0.0 0.0
H 5.372 -2.682 9.424 0.0 0.0 0.0
H 3.512 -1.130 9.921 0.0 0.0 0.0
H 2.554 0.276 8.134 0.0 0.0 0.0
H 2.847 -0.568 -0.166 -0.2 -0.1 0.1
H 3.640 -1.046 -2.441 0.0 0.0 0.0
H 6.038 -0.839 -2.985 0.0 0.0 0.0
H 7.650 -0.188 -1.227 0.0 0.0 0.0
H 6.831 0.312 1.076 0.0 0.0 0.0
C -10.084 1.665 -7.831 -0.1 0.0 0.0
O -8.715 1.619 -8.200 0.0 0.0 -0.1
C -7.794 1.569 -7.223 0.1 0.0 0.2
C -6.462 1.498 -7.636 0.0 0.0 -0.1
C -5.449 1.452 -6.706 0.0 0.0 0.1
C -5.732 1.475 -5.336 -0.1 0.0 -0.2
C -7.064 1.536 -4.933 0.2 0.0 0.0
C -8.088 1.583 -5.861 -0.2 0.0 0.0
C -4.684 1.464 -4.326 0.2 0.0 0.3
N -4.884 1.433 -3.025 -0.2 0.0 0.0
C -3.647 1.457 -2.458 0.4 0.0 -0.4
C -2.661 1.505 -3.429 -0.4 0.0 0.3
N -3.344 1.511 -4.618 0.0 0.0 -0.1
C -1.276 1.556 -3.127 0.2 0.0 0.1
C -0.249 1.648 -4.084 0.0 0.0 0.2
C 1.058 1.692 -3.669 -0.1 0.0 -0.1
C 1.322 1.629 -2.300 0.1 0.0 0.0
N 0.380 1.552 -1.378 -0.5 0.1 -1.4
C -0.914 1.526 -1.758 -0.1 0.0 -0.5
C -1.938 1.489 -0.726 -0.5 0.0 0.0
N -1.548 1.504 0.567 -0.8 0.0 -0.3
C -2.468 1.512 1.513 0.1 0.0 0.1
C -3.842 1.483 1.257 -0.1 0.0 -0.1
C -4.263 1.448 -0.049 0.1 0.0 0.1
C -3.303 1.458 -1.073 0.1 0.0 0.1
H -10.646 1.672 -8.759 0.0 0.0 0.0
H -10.312 2.572 -7.266 0.0 0.0 0.0
H -10.366 0.787 -7.246 0.0 0.0 0.0
H -6.249 1.484 -8.696 0.0 0.0 0.0
H -4.429 1.384 -7.065 0.0 0.0 0.0
H -7.287 1.548 -3.875 0.0 0.0 0.0
H -9.111 1.637 -5.518 0.0 0.0 0.0
H -2.950 1.543 -5.540 0.0 0.0 0.0
H -0.495 1.687 -5.137 0.0 0.0 0.0
H 1.874 1.769 -4.374 0.0 0.0 0.0
H 2.350 1.643 -1.944 0.0 0.0 0.0
H -2.097 1.542 2.534 -0.1 0.0 0.0
H -4.542 1.489 2.080 0.0 0.0 0.0
H -5.310 1.421 -0.319 0.0 0.0 0.0
S 1.385 6.798 0.511 0.0 -0.3 0.1
C 1.002 6.388 2.129 0.0 0.1 -0.1
C 0.859 5.045 2.248 0.0 0.2 0.1
N 1.040 4.340 1.084 0.0 -0.1 -0.1
C 1.322 5.139 0.096 0.0 0.4 0.0
H 0.918 7.145 2.891 0.0 0.0 0.0
H 0.641 4.515 3.163 0.0 0.0 0.0
H 1.501 4.807 -0.917 0.0 0.0 0.0
C -1.276 -2.029 1.136 0.1 0.2 -0.1
P 0.546 -1.753 1.250 -0.2 -0.8 0.2
C 0.921 -2.892 2.633 0.0 0.1 0.0
C 0.611 -4.251 2.555 0.0 0.0 0.0
C 0.838 -5.078 3.641 0.0 -0.1 0.0
C 1.374 -4.561 4.814 0.0 0.0 0.0
C 1.687 -3.214 4.898 0.0 0.0 0.1
C 1.458 -2.382 3.810 0.0 0.0 -0.1
C 1.132 -2.717 -0.195 0.0 0.2 0.0
C 2.310 -3.461 -0.119 -0.1 0.0 0.0
C 2.761 -4.173 -1.219 0.0 0.0 0.0
C 2.053 -4.139 -2.412 0.0 0.0 0.0
C 0.907 -3.364 -2.511 0.0 0.0 -0.1
C 0.454 -2.649 -1.411 0.0 0.0 0.0
H -1.717 -1.399 0.362 0.0 0.0 0.0
H -1.714 -1.757 2.097 0.0 0.0 0.0
H -1.498 -3.074 0.924 0.0 0.0 0.0
H 0.209 -4.667 1.639 0.0 0.0 0.0
H 0.595 -6.131 3.574 0.0 0.0 0.0
H 1.544 -5.210 5.663 0.0 0.0 0.0
H 2.113 -2.810 5.807 0.0 0.0 0.0
H 1.694 -1.329 3.874 0.0 0.0 0.0
H 2.871 -3.485 0.807 0.0 -0.1 0.0
H 3.668 -4.759 -1.144 0.0 0.0 0.0
H 2.391 -4.719 -3.261 0.0 0.0 0.0
H 0.362 -3.320 -3.446 0.0 0.0 0.0
H -0.441 -2.041 -1.501 0.0 -0.1 0.0
```
Forces are in eV/Å.

***

No. 3
This record from OMol25 describes a molecular structure, C49H41N8O3RuS at a distorted geometry. The level of theory is ωB97M-V/def2-TZVPD.

Computed properties:
- M (g/mol) = 923.1
- spin multiplicity = 6
- HOMO-LUMO gap (spin up / spin down) (eV) = 4.790 / 4.773
- relative energy (zero: lowest compared OMol25 entry of this formula, charge and spin) (kcal per mole) = 14.0
- expectation value of S² = 8.93

Structure (XYZ):
```
103
Properties=species:S:1:pos:R:3:forces:R:3
Ru 11.548 20.511 15.737 2.5 -0.1 1.9
C 14.064 21.441 28.217 0.1 -0.1 1.5
O 13.832 22.634 27.521 -0.4 0.2 -0.4
C 13.038 22.610 26.402 0.7 0.0 -0.1
C 12.378 21.442 25.956 0.1 0.7 0.4
C 11.746 21.494 24.731 0.2 0.0 -0.1
C 11.897 22.623 23.874 0.7 -1.1 -0.7
C 12.493 23.812 24.390 -0.5 -0.1 0.1
C 13.047 23.819 25.649 -0.2 -0.7 0.2
N 11.726 22.391 22.528 -1.3 -1.1 3.0
N 12.210 23.342 21.799 0.5 0.6 -3.9
C 12.366 23.024 20.451 -0.1 0.8 2.5
C 12.591 24.138 19.643 0.1 1.4 -1.4
C 12.553 24.119 18.264 0.0 -0.4 1.8
C 12.286 22.887 17.646 -0.8 -2.0 -0.7
O 12.294 22.719 16.375 0.3 -0.4 0.0
C 12.051 21.661 18.456 0.7 2.1 -0.4
N 11.875 20.530 17.763 -0.4 -1.2 0.0
C 12.422 19.289 18.363 -1.0 0.7 0.1
C 12.682 19.408 19.838 0.9 -0.9 0.5
C 12.701 20.561 20.540 -0.7 -0.9 0.0
C 12.284 21.734 19.863 0.7 0.1 -0.2
H 14.903 21.701 28.899 -0.5 -0.4 -0.4
H 14.346 20.587 27.589 0.0 0.3 -0.1
H 13.194 21.140 28.860 0.5 0.2 -0.6
H 12.395 20.508 26.539 -0.1 0.7 -0.3
H 11.265 20.595 24.366 0.0 0.1 -0.2
H 12.419 24.705 23.779 0.3 -0.1 0.0
H 13.544 24.715 26.043 -0.3 -0.5 0.0
H 12.758 25.056 20.186 0.0 0.2 0.0
H 12.710 25.001 17.673 0.1 0.2 -0.2
H 11.690 18.459 18.281 0.2 0.3 -0.4
H 12.900 18.462 20.370 0.0 0.6 -0.4
H 12.988 20.556 21.595 -0.3 0.2 -0.4
S 9.032 23.481 13.621 0.8 -0.8 0.7
C 8.339 23.187 15.182 -0.5 0.9 0.2
C 9.034 22.364 16.001 1.1 -1.0 -0.7
C 10.192 21.790 15.300 -1.4 1.8 -0.5
C 10.377 22.388 14.041 -1.3 0.0 0.7
C 11.579 22.134 13.319 0.8 -1.0 -0.7
C 11.944 22.629 12.025 0.1 -0.1 0.9
C 13.169 22.291 11.499 0.1 -0.5 0.8
C 14.042 21.445 12.225 0.2 0.6 -0.9
C 13.639 20.978 13.429 -1.2 -0.8 1.3
N 12.411 21.229 13.958 -0.5 0.9 -1.7
H 7.451 23.772 15.432 0.2 -0.3 -0.1
H 8.807 22.100 17.048 -0.1 0.3 -0.8
H 11.275 23.281 11.478 0.0 0.0 0.1
H 13.479 22.677 10.551 0.0 0.1 -0.5
H 15.006 21.120 11.841 -0.2 0.3 0.0
H 14.253 20.291 14.017 -0.2 0.2 -0.2
C 19.947 8.813 14.848 -0.1 -0.5 0.1
O 18.938 9.186 13.918 0.0 0.2 -0.1
C 18.423 10.425 14.072 0.0 0.9 0.7
C 17.784 11.006 12.967 0.7 -1.4 0.3
C 17.200 12.223 13.030 -1.0 1.1 0.4
C 17.243 12.978 14.224 1.6 -1.7 -0.5
C 17.955 12.424 15.303 -1.3 0.8 0.3
C 18.480 11.155 15.280 0.3 -1.0 -0.1
C 16.496 14.175 14.300 -1.9 1.2 -0.6
N 15.630 14.571 13.351 0.9 -1.2 -0.7
C 14.888 15.557 13.852 0.8 0.2 1.3
C 15.269 15.809 15.177 0.8 -1.2 -0.6
N 16.325 14.913 15.423 -0.5 0.9 0.7
C 14.659 16.695 16.002 -0.8 2.0 1.5
C 14.970 16.831 17.407 0.2 0.2 0.0
C 14.486 17.862 18.106 -0.2 -0.5 -0.4
C 13.657 18.929 17.464 0.3 -0.4 0.6
N 13.165 18.670 16.116 0.7 -0.7 -0.4
C 13.652 17.621 15.471 0.1 -0.4 0.2
C 13.192 17.297 14.092 0.7 -0.2 -0.2
N 12.233 18.060 13.619 -0.7 0.4 -1.8
C 11.874 17.895 12.328 -0.5 0.3 1.1
C 12.442 16.977 11.457 0.6 0.2 -0.9
C 13.554 16.266 11.892 -0.9 0.1 1.1
C 13.856 16.324 13.270 -0.5 1.0 -0.7
H 20.395 7.896 14.428 -0.3 0.3 0.5
H 19.516 8.669 15.863 0.4 -0.2 -0.6
H 20.714 9.582 14.890 0.1 0.2 0.1
H 17.734 10.393 12.090 -0.1 -0.1 -0.5
H 16.577 12.576 12.208 0.4 0.1 0.2
H 17.904 12.932 16.265 0.2 0.0 -0.1
H 18.823 10.706 16.234 0.0 0.4 -0.9
H 16.929 14.931 16.237 -0.3 -0.1 -0.3
H 15.615 16.095 17.880 -0.1 0.0 0.0
H 14.649 17.951 19.165 0.3 0.1 0.2
H 14.326 19.807 17.394 -0.4 0.2 0.2
H 11.087 18.567 11.974 0.1 -0.3 0.2
H 12.083 16.927 10.408 0.4 0.1 0.9
H 14.167 15.658 11.252 -0.1 -0.3 -0.2
C 8.628 17.539 17.228 -0.2 0.5 -0.9
C 8.900 18.973 16.683 0.3 -0.1 -1.0
C 7.646 19.476 15.904 0.2 -0.2 0.0
C 10.172 18.971 15.792 0.2 -0.5 -0.6
H 7.761 17.555 17.892 0.1 -0.2 0.0
H 9.492 17.133 17.733 0.2 0.0 0.4
H 8.432 16.837 16.383 0.0 0.6 0.5
H 9.102 19.654 17.514 -0.1 -0.1 0.2
H 7.045 18.589 15.676 0.1 0.1 -0.6
H 7.865 20.077 14.972 -0.2 -0.7 1.2
H 6.985 20.023 16.577 0.1 0.4 -0.1
H 9.958 18.887 14.697 -0.3 -0.1 0.7
H 10.810 18.101 16.044 -0.4 0.2 -0.1
```
Forces are in eV/Å.